{
  "formula": "C69H143N11O11",
  "method": "the ωB97M-V functional and the def2-TZVPD basis",
  "species": ["C", "O", "N", "C", "C", "H", "H", "H", "H", "H", "H", "H", "C", "O", "N", "C", "C", "H", "H", "H", "H", "H", "H", "H", "C", "O", "N", "C", "C", "H", "H", "H", "H", "H", "H", "H", "C", "O", "N", "C", "C", "H", "H", "H", "H", "H", "H", "H", "C", "O", "N", "C", "C", "H", "H", "H", "H", "H", "H", "H", "C", "C", "C", "C", "C", "C", "N", "O", "C", "C", "C", "H", "H", "H", "H", "H", "H", "H", "H", "H", "H", "H", "H", "H", "H", "H", "H", "H", "H", "C", "C", "C", "C", "C", "C", "N", "O", "C", "C", "C", "H", "H", "H", "H", "H", "H", "H", "H", "H", "H", "H", "H", "H", "H", "H", "H", "H", "H", "C", "C", "C", "C", "C", "C", "N", "O", "C", "C", "C", "H", "H", "H", "H", "H", "H", "H", "H", "H", "H", "H", "H", "H", "H", "H", "H", "H", "H", "C", "C", "C", "C", "C", "C", "N", "O", "C", "C", "C", "H", "H", "H", "H", "H", "H", "H", "H", "H", "H", "H", "H", "H", "H", "H", "H", "H", "H", "C", "C", "C", "C", "C", "C", "N", "O", "C", "C", "C", "H", "H", "H", "H", "H", "H", "H", "H", "H", "H", "H", "H", "H", "H", "H", "H", "H", "H", "C", "C", "C", "C", "C", "C", "N", "O", "C", "C", "C", "H", "H", "H", "H", "H", "H", "H", "H", "H", "H", "H", "H", "H", "H", "H", "H", "H", "H"],
  "xyz": [[5.96836, 1.83270, -1.13941], [5.70622, 0.86138, -0.45425], [7.00650, 2.01763, -1.98305], [6.95942, 3.16854, -2.86681], [7.93741, 0.95996, -2.09245], [5.27341, 2.68888, -1.20644], [7.84950, 3.80101, -2.71106], [6.07382, 3.77897, -2.74006], [6.99178, 2.78715, -3.90133], [8.95066, 1.43347, -2.18672], [7.97660, 0.29674, -1.29277], [7.82566, 0.38098, -3.07505], [0.13300, 3.57247, -3.45071], [-0.09941, 2.98624, -4.50296], [0.52555, 4.88253, -3.49330], [1.09177, 5.55546, -2.33522], [0.33567, 5.59960, -4.76810], [-0.09013, 3.12067, -2.47415], [0.99909, 4.96644, -1.43391], [0.42532, 6.41976, -2.11225], [2.11430, 5.88579, -2.49187], [0.65754, 5.08972, -5.64657], [-0.71413, 5.88562, -4.93094], [0.92717, 6.49829, -4.71149], [-4.85252, 4.81916, -0.91120], [-5.03643, 3.86262, -1.61720], [-3.62781, 5.38658, -0.82641], [-2.49785, 4.68519, -1.42302], [-3.46681, 6.42077, 0.10631], [-5.70133, 5.34384, -0.44503], [-1.90488, 4.03402, -0.72227], [-1.81101, 5.44435, -1.78157], [-2.75502, 4.02136, -2.18684], [-2.96696, 7.22464, -0.42555], [-4.44420, 6.76280, 0.47283], [-2.86846, 6.08810, 0.99748], [3.58918, -1.01881, 6.73069], [3.74229, -0.08057, 7.46962], [4.39198, -1.28728, 5.65718], [5.39574, -0.25071, 5.31818], [4.17967, -2.51403, 4.84080], [2.76485, -1.77959, 6.92557], [5.66350, -0.13150, 4.28744], [6.32990, -0.49038, 5.84905], [5.13419, 0.69583, 5.77622], [4.14066, -2.22963, 3.74617], [4.96151, -3.19674, 5.05693], [3.25013, -2.99125, 5.17018], [4.26553, -3.85155, 0.52321], [4.37022, -3.17080, 1.51442], [4.69592, -3.57098, -0.70511], [4.43970, -4.47023, -1.82064], [5.62604, -2.49598, -0.83125], [3.55491, -4.68071, 0.45019], [3.81111, -3.95378, -2.54789], [4.02758, -5.36145, -1.38832], [5.40110, -4.76460, -2.25249], [6.42059, -2.81776, -1.48681], [5.15734, -1.73020, -1.44080], [5.83252, -2.19411, 0.18439], [-2.96026, -1.49862, -7.52769], [-2.64476, -0.78467, -6.20499], [-3.43827, 0.48884, -5.98515], [-3.57884, 1.00329, -4.49576], [-4.61237, -0.03007, -3.83772], [-4.23858, -1.57521, -3.88446], [-3.00125, -1.64020, -4.97613], [-2.50700, -2.94156, -4.97347], [-3.46429, -1.95317, -2.61165], [-5.22913, -2.56096, -4.39061], [-1.10006, -0.43939, -5.97522], [-4.05731, -1.46052, -7.65866], [-2.64370, -2.56625, -7.51215], [-2.47355, -0.99825, -8.38274], [-2.92111, 1.24524, -6.47683], [-4.39718, 0.27328, -6.47585], [-4.07520, 1.98501, -4.56609], [-2.59674, 1.08703, -3.99556], [-5.58026, 0.08160, -4.24271], [-4.74150, 0.41955, -2.84709], [-2.59472, -1.37198, -2.26262], [-4.34566, -1.98661, -1.93638], [-3.17828, -3.02533, -2.81661], [-6.00192, -2.73477, -3.63131], [-5.81119, -2.15251, -5.19000], [-4.67524, -3.44958, -4.72415], [-0.91197, 0.05608, -6.94393], [-0.40488, -1.30503, -5.99183], [-0.80261, 0.21834, -5.17109], [-2.79080, 2.14502, 6.81064], [-1.49948, 2.43841, 6.19389], [-0.28812, 2.65889, 7.18699], [0.06573, 1.38866, 8.00755], [0.48580, 0.18895, 7.05353], [-0.62437, -0.17434, 6.04680], [-1.01031, 1.17611, 5.39409], [-1.30663, 1.12483, 4.10186], [-0.00172, -1.07868, 4.95440], [-1.79673, -0.95111, 6.78634], [-1.51621, 3.67938, 5.28217], [-3.31816, 3.03527, 7.16651], [-2.70415, 1.40457, 7.61686], [-3.43421, 1.72420, 6.06069], [0.56491, 2.95386, 6.61086], [-0.45677, 3.36648, 8.02499], [-0.78983, 1.00362, 8.58565], [0.87990, 1.55846, 8.69591], [0.80032, -0.59252, 7.75199], [1.40113, 0.49619, 6.51075], [0.21906, -2.00212, 5.53896], [-0.73662, -1.27700, 4.20406], [0.88996, -0.72709, 4.41110], [-1.87222, -0.48983, 7.73112], [-2.67667, -0.91909, 6.10876], [-1.37824, -1.92516, 6.82914], [-1.68704, 4.41626, 6.00277], [-2.32153, 3.71533, 4.57466], [-0.56391, 3.86679, 4.81932], [-0.25553, -3.93766, 2.10047], [-1.24989, -5.07084, 1.52427], [-0.40711, -6.19446, 0.81761], [0.47361, -6.95577, 1.84607], [-0.44302, -7.54400, 2.94553], [-1.41849, -6.60610, 3.63409], [-1.97625, -5.62085, 2.62115], [-2.95647, -4.79699, 3.19145], [-2.44798, -7.43434, 4.34963], [-0.67153, -5.82854, 4.71232], [-2.12855, -4.38508, 0.41126], [0.64216, -3.92938, 1.49189], [0.14199, -4.17420, 3.04327], [-0.73318, -2.98259, 2.24490], [-1.14696, -6.82245, 0.29377], [0.16294, -5.68659, 0.05182], [1.21176, -6.28275, 2.39559], [0.93313, -7.80793, 1.35348], [0.14532, -7.95877, 3.77999], [-0.94183, -8.45402, 2.52003], [-3.21484, -7.90661, 3.71768], [-1.88715, -8.31169, 4.77911], [-2.93949, -6.92824, 5.17978], [-1.32415, -5.10307, 5.24449], [-0.40291, -6.53357, 5.49118], [0.22306, -5.32351, 4.36312], [-2.99787, -5.04083, 0.16069], [-1.51435, -4.19064, -0.46296], [-2.55839, -3.50003, 0.88726], [-5.32800, 2.60568, 2.40546], [-5.07962, 1.30540, 1.67999], [-3.64929, 1.04828, 1.91966], [-3.39913, -0.48227, 1.82886], [-4.21353, -1.20679, 2.88220], [-5.71210, -1.12379, 2.63447], [-5.95680, 0.45495, 2.55456], [-7.10410, 0.79458, 2.62455], [-6.06140, -1.98214, 1.43051], [-6.39009, -1.60168, 3.85834], [-5.34742, 1.34442, 0.15837], [-4.50412, 3.31920, 2.22570], [-5.32266, 2.39172, 3.51160], [-6.22499, 3.07622, 2.02315], [-3.05216, 1.61308, 1.23825], [-3.25776, 1.26458, 2.90080], [-2.32112, -0.63568, 1.96990], [-3.62813, -0.88811, 0.86775], [-4.03183, -0.58845, 3.76064], [-4.01567, -2.27405, 3.12905], [-7.13626, -1.88640, 1.28809], [-5.48270, -1.67086, 0.58998], [-5.80967, -2.96861, 1.79526], [-5.96288, -1.24821, 4.83179], [-7.47261, -1.32100, 3.80461], [-6.22779, -2.70683, 3.88189], [-4.78373, 2.17569, -0.24736], [-6.43235, 1.33665, 0.02001], [-5.13113, 0.37287, -0.28013], [4.42786, -0.68682, -4.41305], [3.66563, 0.59899, -5.04314], [3.78336, 1.77197, -4.07960], [3.36996, 3.02582, -4.74242], [4.24806, 3.27254, -5.88590], [4.10491, 2.26862, -7.00739], [4.39827, 0.84723, -6.43721], [4.31570, -0.02199, -7.21993], [2.77378, 2.42091, -7.69573], [5.28941, 2.48390, -8.04780], [2.25942, 0.13412, -5.33865], [4.16133, -1.67503, -4.90871], [4.12687, -0.70823, -3.36542], [5.50322, -0.54843, -4.48449], [3.05519, 1.55442, -3.28309], [4.81253, 1.65490, -3.60751], [3.55934, 3.91489, -4.13172], [2.28194, 2.95112, -4.95216], [5.29630, 3.33346, -5.58992], [4.10550, 4.23998, -6.40960], [1.98975, 2.52704, -6.91936], [2.70265, 3.36907, -8.33895], [2.45874, 1.49457, -8.24222], [5.26886, 1.72577, -8.83143], [5.00337, 3.45192, -8.53841], [6.28240, 2.63234, -7.65377], [2.17562, -0.89767, -5.80270], [1.83787, 0.83887, -6.09553], [1.63672, 0.11947, -4.42691], [0.83012, 3.66059, 1.73708], [1.48956, 2.27609, 1.09837], [1.92779, 1.44485, 2.22805], [2.13081, -0.02962, 1.76767], [1.04906, -0.71024, 0.99384], [0.74631, 0.07407, -0.17086], [0.49470, 1.50009, 0.12552], [-0.06471, 2.17707, -0.77887], [1.66126, -0.19270, -1.38964], [-0.72223, -0.54840, -0.73634], [2.67568, 2.80596, 0.43817], [0.40961, 4.32812, 0.95573], [1.56562, 4.29822, 2.34370], [0.09449, 3.30579, 2.45620], [2.76721, 1.86219, 2.78876], [1.05974, 1.32669, 2.86386], [2.22110, -0.61211, 2.68870], [3.05312, -0.29332, 1.23360], [0.06021, -0.70912, 1.52519], [1.17525, -1.74979, 0.80445], [1.65706, 0.73850, -1.91000], [2.62423, -0.29487, -0.91648], [1.43387, -1.20169, -2.01097], [-1.53661, -0.42293, -0.01432], [-0.97021, -0.01707, -1.72807], [-0.65116, -1.61438, -1.00955], [2.97849, 1.92403, -0.13009], [3.63353, 3.04315, 0.98621], [2.44941, 3.51547, -0.36162]],
  "atomic_forces_ev_per_a": [[-1.176, 0.212, -0.169], [0.552, 0.111, -0.093], [-1.765, 0.186, 1.328], [1.552, -0.564, -0.710], [2.539, 0.828, -3.824], [-0.050, 0.039, 0.301], [-0.276, -0.136, -0.092], [-0.195, -0.194, 0.232], [-0.077, 0.353, 0.168], [-0.572, -0.507, 0.138], [-0.485, -0.902, 1.491], [-0.123, 0.561, 1.237], [-0.511, 0.586, -1.206], [-0.148, -0.405, 0.431], [0.078, -0.815, -0.112], [-1.705, 1.011, -0.202], [-0.080, 0.596, 1.089], [0.659, 0.224, -0.078], [0.205, -0.631, -0.019], [0.739, -0.026, -0.132], [0.128, 0.003, -0.024], [0.317, -0.878, -0.332], [0.177, -0.164, 0.237], [0.141, 0.492, 0.063], [0.251, 0.173, -1.210], [-0.772, -1.149, -0.461], [-1.009, -1.612, -0.076], [1.337, 0.753, 1.982], [1.060, 0.712, 1.276], [0.329, 0.139, 0.378], [-0.643, 0.693, -0.036], [0.194, 0.095, -0.269], [-0.931, -0.602, -1.332], [0.221, 0.554, 0.474], [0.321, -0.048, -0.200], [-0.316, 0.438, -0.654], [0.039, -1.324, -0.557], [-0.073, 0.822, 0.596], [-0.830, 0.351, -0.390], [0.659, -0.906, 1.627], [-0.463, 1.987, -0.494], [0.790, 0.480, -0.485], [-0.489, -0.280, -0.728], [-0.007, -0.152, -0.219], [-0.560, 0.095, -0.212], [0.027, -0.628, 1.237], [0.913, -0.732, -0.197], [0.028, 0.260, -0.232], [-2.061, -0.254, -0.806], [0.665, 0.331, 0.926], [0.550, -0.649, 0.004], [0.836, 0.792, 0.593], [-0.698, 0.234, -1.245], [0.008, -0.709, 0.536], [-0.052, -0.437, -0.141], [-0.705, -0.445, -0.233], [-0.136, 0.137, -0.264], [0.964, -0.197, 0.415], [-0.120, 0.746, 0.381], [0.639, 0.538, -0.156], [-0.021, -0.315, 0.340], [1.492, -0.609, 3.363], [-0.298, -0.455, 0.956], [-1.581, -2.392, -1.683], [1.511, 0.547, 0.874], [4.388, 3.453, -1.466], [0.280, -4.761, 0.087], [-1.148, 4.407, -0.563], [-1.955, -2.264, -0.404], [-0.588, -0.149, 0.763], [-0.478, -0.942, -2.560], [0.458, -0.125, -0.151], [-0.118, 0.829, 0.137], [-0.228, -0.087, 0.389], [0.657, 1.445, -1.490], [-0.180, 0.730, 0.434], [0.305, -0.328, 0.360], [-0.582, -0.162, -0.124], [-1.043, 0.372, -1.105], [0.029, -0.980, 0.505], [-0.843, 0.053, -0.481], [0.968, 0.079, 0.681], [0.069, 1.084, 0.658], [0.343, -0.502, 0.159], [-0.056, 0.349, -0.889], [-0.533, 0.110, 0.374], [0.512, 0.317, 0.419], [-0.831, 0.153, 0.217], [-0.558, 0.205, 0.305], [-1.328, -0.385, 0.926], [3.699, -0.560, -0.970], [-1.143, -1.185, 1.803], [-0.266, -1.446, -1.979], [0.157, 1.667, 0.869], [0.824, 0.931, -0.108], [-1.077, -0.320, -1.707], [0.462, 0.305, 2.585], [-0.218, -0.272, 1.092], [1.133, 1.562, -3.059], [-0.094, -1.660, 0.271], [0.318, 0.004, 0.192], [-0.153, 0.410, -0.129], [-0.468, -0.333, -0.443], [0.533, 0.289, -0.293], [-0.388, 0.415, -1.043], [0.161, 0.543, 0.039], [0.214, 0.243, 0.176], [-0.284, -0.483, -0.472], [-0.509, -0.124, 0.155], [0.169, 0.350, -0.815], [-0.565, -0.430, -0.460], [-0.243, 0.243, 0.671], [-0.802, 0.088, 1.079], [0.252, -0.118, 0.886], [-0.161, -1.104, 0.464], [-0.262, 1.714, 0.926], [-0.334, -0.261, -0.491], [0.333, -0.106, -0.310], [-0.574, -1.238, -1.229], [2.066, 1.393, -1.224], [-0.581, 0.576, 1.378], [-0.837, 0.709, 0.829], [0.388, -1.404, -0.528], [0.448, 1.196, -0.989], [-4.377, 1.472, 3.222], [3.136, -2.567, -2.086], [-0.499, -1.558, 0.336], [-0.380, 0.553, 0.987], [-0.827, -1.165, 1.897], [-0.039, 0.579, -0.597], [0.187, -0.522, 1.227], [-0.228, 0.372, -0.467], [0.438, -0.250, 0.311], [0.358, 0.005, -0.175], [-0.600, -0.741, -1.248], [0.585, 0.171, 0.067], [0.155, 0.073, -0.395], [-0.066, 0.885, 0.223], [0.232, 0.464, -0.094], [-0.467, 0.839, -0.179], [0.005, 0.171, -0.191], [0.252, -0.231, -0.721], [0.334, -0.255, 0.092], [0.048, -0.150, 0.113], [0.759, 0.356, -0.039], [-0.062, 0.218, 0.021], [0.094, 0.192, -0.535], [0.469, 1.716, 0.127], [-0.228, 1.259, 1.177], [0.990, -3.206, 0.359], [1.126, 0.006, -0.053], [0.082, 0.248, 0.574], [1.954, 2.286, 0.326], [3.877, -4.631, -2.083], [-4.882, 1.449, 0.430], [-0.918, 1.075, 1.277], [-1.217, -0.802, 1.270], [-1.237, -1.260, 1.581], [-0.137, -0.205, -0.099], [-0.339, 0.506, -1.169], [-0.436, 0.167, 0.538], [0.480, 0.267, -0.739], [-0.373, 0.626, 0.552], [-0.150, -0.207, 0.189], [-0.092, -0.133, -0.993], [0.038, -0.369, 0.655], [0.580, 0.660, -0.467], [-0.053, -0.250, -0.507], [0.132, -0.147, -0.792], [0.016, -0.495, -0.543], [-0.277, 0.158, -0.977], [0.786, -0.552, 0.265], [-0.580, 0.658, 0.071], [-0.349, -0.185, -0.413], [-0.001, 1.009, -0.211], [0.858, 0.040, -0.200], [-0.966, 0.522, -0.945], [2.015, -3.315, -0.389], [0.387, -2.000, 1.048], [-0.332, 1.464, 0.942], [0.771, 0.877, -2.643], [3.185, -0.677, -0.647], [-2.046, 6.290, 5.265], [-0.009, -5.453, -4.343], [-1.633, -0.043, -0.298], [-2.231, 1.315, -0.446], [-1.195, -0.030, -1.206], [0.206, 1.431, 0.484], [0.066, -0.209, 0.123], [0.179, 0.042, 0.095], [0.360, -0.054, 0.062], [-1.036, 0.914, -0.661], [-0.581, -0.168, 0.639], [0.687, 0.296, -0.098], [0.102, -0.289, 0.305], [-0.337, -0.118, 0.546], [0.267, 0.225, -0.493], [0.348, -1.537, 0.733], [0.564, 0.929, 0.007], [0.089, -0.073, 0.223], [0.459, -0.676, 0.156], [0.196, -0.325, 0.518], [0.495, 1.237, 0.528], [-0.267, -0.712, 0.902], [0.224, 0.191, -0.368], [0.173, -1.125, -0.131], [-1.891, 3.902, 1.436], [-1.322, -2.878, -0.171], [1.816, -1.275, 1.605], [-2.023, 1.242, 2.547], [-4.417, -1.982, -4.471], [2.067, 0.763, 1.456], [-0.067, 0.368, 0.189], [0.060, -1.385, 0.686], [0.978, 1.760, -1.110], [2.431, -1.258, -3.303], [0.047, -0.620, 0.434], [-0.509, -1.303, -1.056], [-0.530, 0.387, -0.096], [-0.110, -0.131, -0.249], [-0.180, 0.245, 0.769], [0.304, 0.027, 0.159], [0.256, 0.753, 0.105], [0.862, 0.084, 0.459], [0.763, -0.699, -0.430], [0.005, 0.204, -1.272], [0.958, -0.215, -0.430], [0.254, 2.699, 1.424], [0.238, 0.173, -0.180], [0.249, -0.596, 1.608], [0.418, 0.318, 0.445], [0.847, -0.086, -0.511], [-1.600, 0.121, 0.041], [0.074, 0.389, 0.345]],
  "s_squared": 12.0263,
  "spin_multiplicity": 7,
  "charge": 0,
  "e_lumo_ev": [0.274, 0.139]
}